[1]
A single C6H13N molecule, computed with the ωB97M-V functional and the def2-TZVPD basis.

Computed properties:
energy = -7920.3413 eV
gap between HOMO and LUMO = 0.3198 hartree
total charge = 0
2S+1 = 1
maximum force = 6.2 eV/Å
energy relative to the best compared isomer or geometry (same formula, charge and spin) = 240.4 kJ/mol

The geometry in XYZ format:
```
20
Properties=species:S:1:pos:R:3:forces:R:3:mulliken_charge:R:1
N 0.0334 0.3985 0.3875 -0.2 -6.1 0.7 0.10
C 1.2050 1.1441 0.5178 1.3 1.5 -1.5 -0.62
C -1.3780 0.3178 -0.0342 -0.3 1.9 0.6 -0.57
C 0.4329 -1.1133 0.5570 2.2 0.2 0.1 -0.82
C -0.7887 -1.9306 0.1991 3.1 0.5 -1.5 -0.73
C -1.4029 -0.9704 -0.8183 -3.3 -1.6 0.4 -0.47
C 1.6103 2.0406 -0.7071 -0.5 1.1 0.9 -0.97
H -0.4888 -2.9099 -0.1991 -0.2 0.3 0.1 0.34
H -1.7497 1.2114 -0.5672 0.6 -0.3 -0.2 0.34
H 2.6579 1.8013 -0.7838 0.5 0.5 -0.8 0.31
H 1.0517 1.7646 -1.6034 0.3 -0.2 0.0 0.28
H -0.9844 -0.8650 -1.8452 0.1 -0.4 1.0 0.30
H -2.4377 -1.4561 -0.8647 0.7 1.4 -0.7 0.27
H 1.4698 3.1783 -0.5917 0.2 -1.8 0.1 0.25
H -1.2927 -2.0439 1.0984 -2.0 -0.3 1.2 0.31
H -2.1241 0.2770 0.8421 1.1 -0.2 -0.8 0.23
H 2.0896 0.4807 0.7173 -1.1 0.1 -0.6 0.27
H 1.2610 -1.4893 -0.1207 -0.7 1.3 -0.2 0.33
H 1.2392 1.6997 1.4019 -0.3 1.6 1.6 0.50
H 1.0030 -1.3670 1.5189 -1.5 0.7 -0.5 0.36
```
Positions in Å, forces in eV/Å.

---

[2]
A molecular structure, C22H40LiO18, computed with the ωB97M-V functional and the def2-TZVPD basis.

Computed properties:
energy = -60521.1750 eV
gap between HOMO and LUMO = 0.4109 hartree
total charge = +1
2S+1 = 1
maximum force = 2.2 eV/Å
energy relative to the best compared isomer or geometry (same formula, charge and spin) = 82.9 kJ/mol

The geometry in XYZ format:
```
81
Properties=species:S:1:pos:R:3:forces:R:3:mulliken_charge:R:1
O 3.1526 0.7996 1.8991 -0.6 0.4 0.3 -0.40
O -0.3503 -2.1151 3.1616 -0.7 0.0 -1.1 -0.38
O 2.4228 -1.2681 -3.3557 0.5 -0.3 -0.9 -0.44
O -2.0194 -1.8628 -1.6530 0.2 -0.3 0.0 -0.29
O -0.5291 3.2608 -2.1906 -0.6 0.6 -0.2 -0.43
O -2.5662 2.3421 2.3913 -0.7 0.2 1.0 -0.35
O -3.5982 0.4599 2.2770 0.2 -0.3 0.6 -0.42
O -2.9086 -3.7280 -0.7435 0.3 -0.3 -0.3 -0.36
O 1.9821 2.6078 1.4875 -1.1 0.9 0.1 -0.11
O -0.4546 1.0965 -1.6072 -0.2 0.1 -0.2 0.32
O -0.3695 -1.8453 0.9235 -0.2 -0.1 -0.4 0.36
O 1.2719 -1.2320 -1.4252 0.0 0.4 0.3 0.24
O 1.9918 -3.1356 -2.3923 0.4 -0.1 -0.6 -0.44
O 1.0651 0.6422 1.0799 -0.9 -0.2 0.0 0.25
O 0.9933 -3.3381 1.9026 0.7 0.0 -0.5 -0.34
O -1.8069 1.9051 -3.2244 -0.3 0.4 -0.3 -0.45
O -4.2378 -2.1062 -1.4483 0.1 -0.1 -0.8 -0.34
O -1.8523 0.8512 0.9075 0.4 -0.6 -0.2 -0.36
C 3.3521 -0.5983 1.7570 0.6 -1.3 -0.1 0.51
C -2.0609 4.6503 2.6320 -0.5 -0.6 -0.3 -1.58
C 3.0191 0.4212 -4.9064 -0.2 -0.8 0.4 -1.46
C 2.6182 0.1513 -3.4549 -0.4 0.2 -0.5 0.69
C -1.6698 3.3480 1.9334 0.1 0.7 -0.3 0.66
C 1.4030 -3.6462 3.2346 -1.4 -0.2 0.7 -0.44
C 0.3748 -2.8685 4.1076 1.6 0.3 -0.1 -0.44
C -0.9125 2.0049 -2.2728 0.7 -0.5 0.2 0.47
C -2.5880 1.1663 1.8125 0.1 0.5 -1.1 0.56
C -2.9543 -2.5302 -1.3465 -0.4 0.5 0.6 0.56
C 1.8384 -1.8076 -2.3237 -0.2 -0.7 0.8 0.28
C 1.7678 -3.8738 -1.1877 -0.1 0.9 0.6 -0.24
C -3.6435 -0.9110 1.8591 0.1 0.1 -0.2 -0.29
C 3.0749 3.3712 1.9522 1.8 0.1 0.1 -0.85
C 0.0616 -2.3900 1.8826 -0.3 0.1 1.7 -0.15
C -2.4228 0.6344 -3.4709 -0.2 0.1 0.0 -0.40
C 4.3718 -0.8621 0.6421 0.0 0.5 0.9 -1.19
C -5.1288 -3.1852 -1.1961 -0.4 -0.1 0.6 -0.38
C -4.2214 -4.2547 -0.5788 -0.7 0.3 0.0 -0.36
C 0.2846 5.0505 -0.8148 0.1 0.0 -0.1 -1.25
C 0.5451 3.6529 -1.3435 0.8 0.2 0.2 0.38
C 1.9658 1.3019 1.4974 2.0 -0.7 -0.4 -0.03
Li -0.2312 -0.2180 -0.2264 0.0 0.1 -0.1 1.26
H 0.6987 2.9772 -0.5033 -0.3 -0.2 -0.2 -0.27
H -3.3462 0.8479 -4.0037 0.0 0.1 0.1 0.30
H -4.3113 -1.3883 2.5702 -0.2 0.0 -0.3 0.34
H -5.8868 -2.8130 -0.5089 0.0 -0.1 0.0 0.29
H 4.0142 3.0937 1.4627 -0.3 -0.2 -0.3 0.34
H 2.2871 -4.8273 -1.1947 -0.1 0.0 -0.7 0.34
H 0.6947 -3.9927 -1.0407 0.1 -0.1 0.2 0.16
H 5.2684 -0.2662 0.8228 -0.1 0.1 0.0 0.42
H 4.0418 0.0797 -5.0572 0.1 0.2 -0.2 0.37
H 0.8916 -2.1186 4.7113 -0.2 -0.4 0.4 0.30
H 3.9471 -0.5594 -0.3088 0.0 -0.3 -0.3 0.01
H 1.6746 0.6373 -3.2034 0.2 0.1 0.2 -0.35
H 2.9165 4.4167 1.7101 -0.5 -0.1 0.1 0.25
H 1.0635 5.3410 -0.1072 0.0 -0.2 0.1 0.26
H 1.2036 -4.7045 3.3828 0.7 -0.1 -0.1 0.38
H -0.6742 5.0629 -0.2981 0.0 0.2 0.0 0.23
H 3.4224 0.4092 -2.7690 -0.2 0.2 0.2 0.21
H 1.4376 3.6191 -1.9741 0.1 0.1 0.2 0.44
H -3.9866 -0.9332 0.8235 -0.2 -0.2 0.1 0.18
H -2.3445 4.4408 3.6621 0.4 0.2 0.2 0.44
H -2.9611 5.0543 2.1661 0.0 0.0 -0.1 0.36
H 0.3109 5.8222 -1.5831 -0.3 -0.2 -0.2 0.39
H -2.6667 -1.3933 1.9087 0.0 0.2 0.0 -0.08
H -1.8015 3.4802 0.8584 0.2 -0.3 -0.1 0.01
H -1.2724 5.3920 2.5349 0.1 0.0 0.2 0.38
H 2.4315 -1.1518 1.5768 -0.2 0.4 -0.3 -0.46
H -4.3458 -5.1840 -1.1267 0.3 -0.2 0.3 0.30
H 2.4213 -3.3410 3.4506 0.1 -0.2 -0.4 0.26
H -1.7994 0.0359 -4.1324 0.2 -0.1 0.3 0.28
H -0.6408 3.0555 2.1383 0.0 -0.1 0.0 -0.13
H -2.6296 0.1464 -2.5260 0.1 -0.2 -0.1 0.01
H -5.6395 -3.5753 -2.0766 0.3 0.4 -0.3 0.29
H -0.2064 -3.5659 4.7074 -0.4 0.4 -0.1 0.29
H 4.7136 -1.8959 0.6692 -0.3 -0.1 -0.3 0.41
H 2.2175 -3.2825 -0.3845 -0.4 -0.2 0.2 -0.05
H 2.8800 1.4536 -5.2123 0.2 0.1 0.2 0.39
H 3.3037 3.2405 3.0099 -0.6 0.0 0.1 0.33
H 2.3856 -0.2131 -5.5276 0.0 0.2 -0.1 0.36
H 3.7090 -0.9850 2.7151 0.3 0.3 0.0 0.41
H -4.4528 -4.3564 0.4792 0.3 -0.3 0.0 0.27
```
Positions in Å, forces in eV/Å.

---

[3]
2 unconnected molecules or ions with the total composition CH3Cl2OP, computed with the ωB97M-V functional and the def2-TZVPD basis.

Computed properties:
energy = -37463.7725 eV
gap between HOMO and LUMO (spin up / spin down) = 0.3171 / 0.2865 hartree
total charge = 0
2S+1 = 1
maximum force = 3.5 eV/Å
energy relative to the best compared isomer or geometry (same formula, charge and spin) = 509.1 kJ/mol

The geometry in XYZ format:
```
8
Properties=species:S:1:pos:R:3:forces:R:3:mulliken_charge:R:1
Cl 3.2626 0.4478 -0.6681 1.1 0.7 0.6 -0.23
Cl 1.8952 -2.3008 -1.0412 -0.2 -0.1 -0.2 -0.21
P 1.4698 -0.2906 -1.2615 -0.8 -0.9 -0.6 0.28
O 0.2065 1.0858 0.6679 0.3 -1.3 1.0 -0.38
C 0.5337 -0.1785 0.2938 -2.9 -1.1 -1.6 -0.21
H 0.9559 1.6539 0.4647 0.2 0.3 -0.1 0.33
H 0.0836 -1.1638 0.7578 1.0 2.6 -0.3 0.37
H -0.9445 -0.3564 -1.2008 1.3 -0.3 1.2 0.06
```
Positions in Å, forces in eV/Å.

---

[4]
A molecular structure, C15H32GaO8P2, computed with the ωB97M-V functional and the def2-TZVPD basis.

Computed properties:
energy = -103406.9824 eV
gap between HOMO and LUMO = 0.2207 hartree
total charge = -1
2S+1 = 1
maximum force = 5.4 eV/Å

The geometry in XYZ format:
```
58
Properties=species:S:1:pos:R:3:forces:R:3:mulliken_charge:R:1
Ga -2.5599 -5.2226 0.6892 -0.1 -0.1 0.4 -0.05
P -1.0386 3.6260 2.3346 -0.7 -0.9 0.0 0.78
P 1.7142 0.4386 -3.4469 0.8 -0.5 0.5 1.05
O 1.3812 -0.9083 -4.2311 0.4 1.1 0.5 -0.33
O -0.4128 4.1751 3.7081 0.0 -0.6 -0.4 -0.36
O -0.5273 4.6669 1.2253 0.1 -0.6 0.2 -0.32
O 3.0207 0.4579 -2.7544 -1.1 0.1 -0.7 -0.74
O 1.5441 1.5640 -4.5815 0.1 -0.7 0.0 -0.33
O -2.5030 3.4242 2.3643 1.3 0.3 0.0 -0.74
O -0.1794 2.3100 2.0385 -1.0 1.3 0.4 0.25
O 0.4508 0.6356 -2.4935 0.3 -0.7 -0.8 -0.24
C 0.1309 -5.3109 -0.8964 1.3 -1.3 -0.2 -0.44
C 1.2372 2.3973 2.0837 0.9 -0.1 0.1 -0.74
C 0.8265 -3.3278 2.3933 -1.9 3.0 -1.8 -0.49
C 0.6823 -3.4104 0.8320 -0.6 2.0 0.9 0.71
C 1.3052 -4.6385 0.0117 -1.2 0.1 0.5 -0.70
C -1.0032 5.2955 4.3409 -0.2 0.4 0.3 -0.75
C 0.1870 -0.9771 -4.9980 -0.7 -0.1 -0.4 -0.63
C -0.7248 -1.1511 0.7914 2.1 -2.6 0.8 -0.37
C -0.5937 -1.0599 2.3471 1.3 -2.4 -1.8 -0.52
C -1.1748 5.9257 1.1192 -0.1 0.5 -0.1 -0.72
C 0.4625 1.6868 -1.5541 -0.2 0.6 0.7 -0.31
C -0.9054 -6.2130 -0.0539 0.3 -0.3 -1.0 -0.83
C -0.0742 -2.3259 -0.0174 0.5 0.3 5.3 -0.17
C 0.1883 -2.1345 3.1710 -0.6 0.0 -4.3 -0.56
C 1.8659 2.9087 -4.2783 0.0 0.5 0.1 -0.68
H -0.3726 -4.5512 -1.6007 0.6 -1.0 1.3 0.23
H 2.6852 2.9730 -3.5592 0.0 -0.1 0.0 0.35
H -3.8890 -5.5170 -0.1881 0.0 -0.1 -0.2 -0.29
H 0.0195 -0.0556 -5.5610 0.0 -0.1 0.1 0.30
H 0.2642 -2.0145 4.3058 -0.1 -0.3 -1.9 0.29
H -2.0144 6.0206 1.8104 0.0 -0.1 -0.1 0.35
H 1.6440 1.3917 2.2007 -0.3 0.0 -0.1 0.29
H -2.7909 -5.7822 2.2024 0.0 -0.1 0.0 -0.25
H -0.5451 6.2118 3.9611 -0.1 0.0 0.0 0.27
H -1.5460 6.0588 0.1018 0.0 -0.1 0.1 0.26
H -0.8119 5.2299 5.4129 0.0 -0.1 -0.1 0.26
H 0.6929 -6.0441 -1.6023 -0.7 1.2 0.9 0.33
H 2.1682 3.4099 -5.1991 0.0 -0.2 0.0 0.25
H 1.5741 2.9979 2.9322 -0.1 0.0 -0.1 0.30
H 2.2261 -4.3396 -0.6175 -1.5 -0.2 0.9 0.28
H -0.4455 6.7092 1.3359 0.0 0.0 0.0 0.26
H 1.3979 -4.1238 2.9856 -1.0 1.2 -1.2 0.21
H -2.4091 -3.6361 0.8026 0.1 0.0 -0.1 -0.12
H -1.1144 -0.1777 2.8622 0.9 -1.6 -0.8 0.35
H 1.4028 2.2421 -1.5613 0.0 -0.1 0.0 0.35
H -0.1395 -2.4681 -1.1471 0.0 0.5 1.9 0.17
H 0.3071 1.2785 -0.5541 0.0 0.0 -0.1 -0.07
H -0.3561 2.3703 -1.7898 0.0 0.0 0.0 0.29
H -0.6664 -1.1674 -4.3459 0.0 0.0 0.0 0.24
H -0.4128 -6.7951 0.8087 -0.3 0.9 -1.4 0.22
H -1.2894 -0.3679 0.1608 0.9 -1.3 1.5 0.41
H 1.6346 -5.4515 0.7537 -0.4 1.2 -1.0 0.29
H 0.9825 3.4138 -3.8809 0.1 0.0 0.0 0.25
H 1.6155 2.8299 1.1563 0.0 0.0 0.0 0.25
H 0.2820 -1.7959 -5.7125 0.1 0.0 0.2 0.27
H -2.0828 5.3254 4.1790 0.0 -0.1 0.0 0.36
H -1.3104 -7.0070 -0.7974 0.7 1.1 1.2 0.29
```
Positions in Å, forces in eV/Å.

---

Which of these has the highest energy?
C6H13N